17
Properties=species:S:1:pos:R:3:mulliken_charge:R:1 method="wB97M-V/def2-TZVPD" relative_energy_ev=5.998 mol_weight_g_mol=106.1 smiles=CC[N@@+](C)([O-])NO homo_energy_ev=-9.214 e_lumo_ev=0.82 max_force_ev_per_a=2.7 energy_ha=-380.11626 orbital_gap_ev=10.04
C -1.885 -0.250 -0.128 -1.132
C -0.831 0.818 -0.247 -0.233
N 0.689 0.162 -0.071 0.443
C 1.049 -0.950 -0.947 -1.002
O 1.577 1.177 -0.135 -0.735
N 0.615 -0.300 1.326 -0.249
O 0.663 0.915 2.007 -0.563
H -1.792 -0.751 0.834 0.346
H -1.820 -0.983 -0.929 0.286
H -2.868 0.220 -0.169 0.374
H -0.966 1.621 0.472 0.325
H -0.727 1.242 -1.243 0.389
H 0.877 -0.640 -1.975 0.333
H 2.109 -1.169 -0.817 0.338
H 0.442 -1.816 -0.694 0.375
H 1.507 -0.776 1.515 0.294
H 1.361 1.480 1.200 0.412

***

52
Properties=species:S:1:pos:R:3:mulliken_charge:R:1 method="wB97M-V/def2-TZVPD" mol_weight_g_mol=447.6 homo_energy_ev=-8.242 e_lumo_ev=-0.58 max_force_ev_per_a=2.1 energy_ha=-2570.30465 orbital_gap_ev=7.66
C 3.553 1.437 -1.301 -0.827
C 2.117 1.462 -1.337 -0.091
C 1.664 2.178 -0.187 -0.041
H 1.486 1.099 -2.146 0.429
C 2.805 2.571 0.582 -0.722
C 3.980 2.091 -0.086 -0.429
H 5.016 2.246 0.230 0.558
H 4.203 1.000 -2.055 0.372
H 0.631 2.474 0.012 0.549
H 2.791 3.236 1.444 0.423
Sc 2.935 0.178 0.549 0.786
Cl 2.201 0.133 2.757 -0.438
P -1.035 -0.389 0.011 0.521
C -1.876 1.103 0.617 -0.059
C -2.937 1.709 -0.082 0.040
H -3.282 1.289 -1.030 0.405
C -3.550 2.851 0.440 -0.620
H -4.375 3.314 -0.099 0.407
C -3.104 3.394 1.646 -0.442
H -3.584 4.287 2.056 0.356
C -2.025 2.820 2.334 -0.618
H -1.672 3.248 3.274 0.416
C -1.392 1.696 1.807 -0.318
H -0.518 1.266 2.301 0.295
C -1.433 -0.611 -1.753 0.331
C -1.224 0.457 -2.656 -0.441
H -0.885 1.426 -2.285 0.691
C -1.452 0.274 -4.019 -0.802
H -1.321 1.116 -4.700 0.383
C -1.829 -0.984 -4.502 -0.490
H -1.998 -1.121 -5.572 0.361
C -1.945 -2.070 -3.629 -0.543
H -2.196 -3.057 -4.014 0.399
C -1.728 -1.894 -2.263 -0.637
H -1.789 -2.748 -1.583 0.356
C -1.697 -1.783 0.963 0.151
C -3.034 -1.781 1.406 -0.193
H -3.668 -0.906 1.221 0.343
C -3.542 -2.898 2.072 -0.594
H -4.583 -2.908 2.384 0.389
C -2.715 -3.991 2.332 -0.455
H -3.117 -4.872 2.840 0.354
C -1.363 -3.967 1.967 -0.498
H -0.710 -4.815 2.195 0.387
C -0.842 -2.853 1.309 -0.216
H 0.217 -2.800 1.057 0.325
B 6.954 -0.503 0.996 0.123
C 5.532 -0.988 0.762 0.361
N 4.412 -1.313 0.575 -0.693
H 7.726 -1.412 0.758 -0.113
H 7.044 -0.135 2.152 -0.105
H 7.155 0.445 0.249 -0.126

***

68
Properties=species:S:1:pos:R:3:mulliken_charge:R:1 method="wB97M-V/def2-TZVPD" relative_energy_ev=0.000 mol_weight_g_mol=653.7 homo_energy_ev="-3.801 / -2.499" e_lumo_ev="2.49 / 2.49" max_force_ev_per_a=1.1 energy_ha=-1913.13903 spin_multiplicity=2 charge=-1 orbital_gap_ev="6.29 / 4.99" s2=1.09
Ru -1.494 -1.070 0.510 0.696
O -4.132 -1.579 -2.564 -0.848
C -3.484 -1.240 -1.570 0.350
N -2.516 -1.942 -0.938 -0.089
C -2.063 -3.244 -1.264 0.214
C -2.585 -4.068 -2.254 -0.570
C -2.046 -5.338 -2.466 -0.543
C -0.991 -5.790 -1.702 -0.633
C -0.450 -4.979 -0.703 -0.525
C -0.973 -3.714 -0.476 -0.160
N -0.514 -2.787 0.500 -0.180
C 0.552 -2.911 1.278 0.362
O 1.345 -3.845 1.384 -0.837
C 0.768 -1.650 2.110 0.361
C 1.882 -1.554 2.913 -0.538
C 2.087 -0.416 3.676 -0.398
C 1.142 0.586 3.622 -0.762
C 0.050 0.420 2.787 -0.065
N -0.139 -0.665 2.025 0.085
C -3.696 0.073 -0.898 -0.024
C -4.633 0.966 -1.385 -0.431
C -4.855 2.178 -0.757 -0.648
C -4.119 2.450 0.413 -0.582
C -3.210 1.534 0.859 -0.588
N -2.935 0.353 0.225 0.081
H -3.409 -3.699 -2.844 0.463
H -2.461 -5.972 -3.242 0.366
H -0.576 -6.777 -1.875 0.367
H 0.375 -5.311 -0.091 0.454
H 2.571 -2.389 2.907 0.437
H 2.971 -0.308 4.294 0.417
H 1.248 1.493 4.203 0.442
H -0.709 1.186 2.706 0.259
H -5.171 0.664 -2.275 0.455
H -5.571 2.893 -1.140 0.385
H -4.276 3.367 0.968 0.431
H -2.653 1.712 1.770 0.590
C 4.567 0.265 1.395 -0.477
C 3.775 1.434 1.424 -1.104
C 2.656 1.538 0.648 0.031
C 2.238 0.478 -0.211 0.888
C 1.046 0.506 -1.008 0.265
C 0.671 -0.636 -1.671 -0.503
C 1.481 -1.792 -1.688 -1.172
C 2.648 -1.817 -0.997 -0.777
C 3.040 -0.700 -0.223 0.946
C 4.203 -0.768 0.585 -0.841
H 5.447 0.185 2.023 0.396
H 4.052 2.259 2.070 0.396
H 2.075 2.444 0.704 0.417
H -0.240 -0.633 -2.253 0.336
H 1.140 -2.668 -2.226 0.340
H 3.264 -2.709 -0.982 0.334
H 4.791 -1.679 0.561 0.391
F 1.434 6.989 -0.022 -0.352
C 1.095 5.701 -0.272 0.458
C 1.616 5.081 -1.387 -0.862
C 1.266 3.761 -1.636 0.086
C 0.418 3.063 -0.781 -1.277
C 0.019 1.638 -1.075 1.209
C -0.097 3.732 0.324 0.596
C 0.237 5.056 0.592 -0.874
H 2.283 5.627 -2.041 0.426
H 1.676 3.258 -2.505 0.433
H -0.810 1.366 -0.417 -0.910
H -0.390 1.614 -2.086 0.696
H -0.768 3.203 0.996 0.282
H -0.163 5.578 1.453 0.433

***

8
Properties=species:S:1:pos:R:3:mulliken_charge:R:1 method="wB97M-V/def2-TZVPD" relative_energy_ev=3.793 mol_weight_g_mol=106.1 homo_energy_ev=-9.335 e_lumo_ev=-0.56 max_force_ev_per_a=7.9 energy_ha=-701.20104 orbital_gap_ev=8.77
C -0.873 1.786 0.162 0.307
C 1.694 0.957 1.109 -0.074
O 3.719 0.091 0.009 -0.525
O 0.325 1.507 0.965 -0.376
O -0.918 1.520 -1.014 -0.451
S 2.373 0.546 -0.322 0.368
H -1.451 2.199 1.006 0.332
H 1.994 0.862 2.071 0.418

***

14
Properties=species:S:1:pos:R:3:mulliken_charge:R:1 method="wB97M-V/def2-TZVPD" relative_energy_ev=1.194 mol_weight_g_mol=71.1 smiles=C[C@H]1CN1C homo_energy_ev=-8.848 e_lumo_ev=1.19 max_force_ev_per_a=0.9 energy_ha=-212.50729 orbital_gap_ev=10.04
C 1.615 -0.088 0.222 -1.197
C 0.284 -0.141 0.930 0.270
C -0.727 0.934 0.723 -0.532
N -0.995 -0.419 0.295 -0.285
C -1.095 -0.573 -1.138 -0.729
H 2.319 0.491 0.832 0.330
H 2.033 -1.091 0.086 0.291
H 1.541 0.394 -0.756 0.298
H 0.332 -0.620 1.909 0.306
H -0.527 1.619 -0.126 0.218
H -1.332 1.323 1.539 0.243
H -2.158 -0.608 -1.399 0.262
H -0.647 0.305 -1.673 0.270
H -0.644 -1.526 -1.445 0.256

***

7
Properties=species:S:1:pos:R:3:mulliken_charge:R:1 method="wB97M-V/def2-TZVPD" relative_energy_ev=1.581 mol_weight_g_mol=108.2 homo_energy_ev=-1.472 e_lumo_ev=2.88 max_force_ev_per_a=3.3 energy_ha=-965.67849 charge=-1 orbital_gap_ev=4.35
C -0.354 1.824 -0.387 0.556
N 0.363 -1.377 0.731 -0.546
O -0.340 2.277 0.697 -0.364
S -0.134 1.543 -1.917 -0.233
S -0.958 -2.197 -0.097 -0.745
H 0.121 -0.320 0.568 0.141
H 1.302 -1.751 0.405 0.191

***

11
Properties=species:S:1:pos:R:3:mulliken_charge:R:1 method="wB97M-V/def2-TZVPD" relative_energy_ev=4.878 mol_weight_g_mol=83.1 homo_energy_ev=-9.188 e_lumo_ev=0.64 max_force_ev_per_a=1.2 energy_ha=-285.23534 orbital_gap_ev=9.83
N 2.931 0.541 0.363 -0.389
C 1.989 -0.091 0.137 0.269
C 0.767 -0.836 -0.163 -0.346
C -0.390 -0.505 0.806 -0.324
C -1.293 0.801 -0.036 -0.428
O -1.583 -0.567 0.054 -0.243
H 0.943 -1.904 0.024 0.268
H 0.510 -0.731 -1.227 0.308
H -0.478 0.911 0.856 0.293
H -2.105 1.412 0.358 0.330
H -0.855 1.126 -0.980 0.263

***

45
Properties=species:S:1:pos:R:3:mulliken_charge:R:1 method="wB97M-V/def2-TZVPD" relative_energy_ev=0.448 mol_weight_g_mol=432.2 homo_energy_ev="-6.643 / -6.014" e_lumo_ev="0.08 / 0.08" max_force_ev_per_a=1.1 energy_ha=-2861.19914 spin_multiplicity=2 orbital_gap_ev="6.72 / 6.10" s2=0.76
V -0.164 -0.040 0.379 1.074
O -1.837 0.875 -3.167 -0.539
P -0.857 0.543 -1.965 0.691
O -0.806 1.611 -0.903 -0.461
O -1.234 -0.804 -1.361 -0.761
O 0.564 0.391 -2.706 -0.364
P 1.775 -0.457 -1.969 0.790
O 1.216 -1.963 -2.100 -0.567
O 3.057 -0.310 -2.644 -0.782
O 1.642 -0.041 -0.487 -0.297
H -1.484 1.530 -3.781 0.338
H 0.242 -1.961 -2.086 0.407
N 0.706 -2.147 3.927 -0.572
C 0.169 -3.286 3.164 -1.010
C -0.512 -2.765 1.921 -0.300
N 0.418 -2.024 1.040 -0.351
H 1.164 -2.467 4.773 0.243
H -0.057 -1.541 4.218 0.235
H 1.850 -0.975 3.265 0.428
H -0.537 -3.882 3.749 0.443
H 1.005 -3.932 2.889 0.360
H -1.319 -2.092 2.225 0.163
H -0.973 -3.585 1.372 0.356
H 0.574 -2.520 0.166 0.390
H 1.341 -1.971 1.460 0.264
O -0.549 2.759 1.771 -0.669
C 0.541 2.239 1.739 0.666
C 1.878 2.909 1.503 -0.648
C 2.838 1.982 2.247 -0.554
C 1.990 0.760 2.435 0.544
O 2.536 -0.315 2.929 -0.566
N 0.751 0.876 2.062 -0.224
H 1.866 3.942 1.839 0.434
H 2.067 2.888 0.428 0.200
H 3.136 2.367 3.225 0.333
H 3.742 1.720 1.700 0.319
C -3.786 -1.108 0.684 -1.135
C -3.324 0.319 0.820 -0.223
O -2.027 0.326 1.460 -0.580
H -4.762 -1.132 0.198 0.409
H -3.878 -1.586 1.661 0.311
H -3.092 -1.674 0.062 0.189
H -4.004 0.900 1.446 0.454
H -3.245 0.809 -0.151 0.182
H -1.779 1.257 1.655 0.377